This record from the Open Molecules 2025 dataset describes a molecular structure, C28H35Cl7F4K2LiO6 in a non-equilibrium geometry. The level of theory is ωB97M-V/def2-TZVPD.

Geometry as XYZ:
```
83
Properties=species:S:1:pos:R:3:forces:R:3:mulliken_charge:R:1
C -3.412942 -3.010974 3.934222 0.39 -0.62 -0.36 -0.87
C -2.909428 -4.372879 3.257110 0.33 -2.04 -1.42 1.71
C -3.806923 -4.969107 2.110270 4.69 -1.86 1.66 -0.81
C -3.351171 -6.300716 1.419608 1.10 1.46 2.93 -0.51
C -2.006893 -6.971264 1.847581 -1.90 2.92 2.81 -1.23
C -1.117874 -6.360747 2.998457 -3.77 1.87 -1.16 -0.42
C -1.603296 -5.054019 3.722206 -1.30 -1.28 -2.39 0.44
C -0.753232 -4.431364 4.930831 -1.00 -1.02 -0.57 -1.07
C 0.283209 -3.323523 4.426286 1.41 1.31 -1.35 0.69
O 0.182586 -2.158877 4.936576 0.48 -3.56 -1.73 -0.65
O 1.200236 -3.692060 3.421877 -5.14 0.77 3.95 -0.92
H -3.495219 -2.191759 3.118266 0.27 -1.07 1.35 -0.34
H -2.642235 -2.590210 4.684759 -1.39 -0.62 -1.26 0.21
H -4.442668 -3.165347 4.435026 1.66 0.32 -0.72 0.39
H -4.761486 -4.420524 1.823624 0.91 -1.29 0.36 0.18
H -4.013971 -6.768582 0.601368 1.32 0.76 0.86 0.35
H -1.717359 -7.942694 1.294169 -1.36 1.42 1.80 0.57
H -0.134740 -6.822263 3.346061 -1.54 0.60 -0.54 0.33
H -0.266523 -5.319694 5.475774 -0.38 1.46 -0.92 0.39
H -1.518105 -4.000398 5.673460 1.49 -0.39 -1.10 0.37
K 3.345503 -3.409969 3.292270 1.81 0.40 -0.06 1.04
F -3.564520 -6.442718 -0.940101 0.44 0.01 -0.31 -0.84
K -0.179239 -7.001666 0.207307 1.28 0.62 -1.98 0.98
C -3.523378 1.356145 3.508648 0.67 0.47 0.06 0.30
Cl -3.929552 2.294365 4.958223 -0.02 -0.32 -0.38 -0.08
Cl -1.939831 0.582972 3.726562 -0.38 0.02 -0.03 -0.05
Cl -4.763150 0.102070 3.250143 -0.36 0.09 0.03 -0.12
Cl -3.468713 2.434367 2.099168 -0.20 -0.46 0.29 -0.05
Li -4.656932 -2.485058 1.553999 0.38 -0.19 0.07 1.00
C 0.181638 -8.068926 -6.097255 -0.40 -0.27 -0.10 -0.51
C 0.482932 -6.587070 -6.136950 0.32 0.28 -0.24 -0.53
C 0.393472 -6.207410 -4.672224 -0.27 0.19 0.25 -0.43
O 0.790480 -7.362976 -3.918609 -0.03 0.03 -0.07 -0.37
C 0.847981 -8.492001 -4.803368 0.30 -0.20 0.13 -0.44
H 0.552468 -8.616097 -6.965314 -0.01 0.03 0.09 0.32
H -0.899761 -8.225931 -6.029549 0.09 -0.03 -0.02 0.27
H 1.502020 -6.425624 -6.503354 -0.08 0.03 0.01 0.27
H -0.200573 -6.016115 -6.767239 0.04 -0.03 0.08 0.33
H -0.634448 -5.958811 -4.387985 0.01 0.07 -0.05 0.32
H 1.039180 -5.363330 -4.417613 0.02 -0.10 0.07 0.26
H 1.903079 -8.739055 -4.962815 -0.03 -0.08 -0.04 0.27
H 0.355990 -9.349156 -4.338365 0.03 0.10 0.07 0.27
C -1.172843 7.583019 2.526755 0.29 0.20 -0.24 -1.24
C -1.134131 6.400943 1.596040 0.49 0.05 -0.53 0.66
O -0.371149 6.368876 0.643422 -0.53 0.02 0.50 -0.50
C -2.072306 5.259532 1.885109 0.21 -0.11 -0.34 -0.92
H -0.444855 8.327284 2.196863 -0.09 -0.12 0.04 0.31
H -2.167008 8.035231 2.512116 -0.02 -0.10 0.20 0.32
H -0.915521 7.267051 3.539949 -0.22 0.04 0.02 0.39
H -3.106582 5.608339 1.841685 0.01 -0.01 0.20 0.41
H -1.854250 4.840068 2.869529 -0.17 0.11 0.04 0.43
H -1.934136 4.479469 1.133638 0.06 0.18 0.06 0.15
C 0.164208 4.567034 -2.551554 0.17 -0.33 -0.27 -1.02
C 0.536018 6.033953 -2.467880 -0.51 -0.22 0.62 0.22
O 1.737549 6.294213 -3.211162 0.45 0.38 -1.04 -0.37
C 1.583187 6.475232 -4.539114 -1.53 -0.33 1.17 0.33
O 0.525216 6.426173 -5.110916 1.04 0.13 -0.08 -0.51
C 2.925069 6.789698 -5.193986 1.73 0.35 -1.02 0.87
F 3.917430 5.986491 -4.755635 -0.61 0.08 0.10 -0.24
F 3.319637 8.056112 -4.941720 -0.52 -0.37 0.18 -0.25
F 2.893776 6.659627 -6.532502 -0.48 -0.07 0.69 -0.24
H 1.000480 3.940042 -2.230544 -0.03 0.12 0.09 0.33
H -0.702014 4.350601 -1.922505 0.39 0.02 -0.06 0.14
H -0.073611 4.279031 -3.578895 -0.08 0.09 0.07 0.35
H 0.744224 6.300692 -1.430274 0.24 0.03 -0.24 0.23
H -0.280281 6.676991 -2.807726 0.23 -0.08 -0.25 0.20
C -2.946073 7.370270 -1.514671 -0.01 0.13 -0.12 0.26
Cl -4.381756 7.610452 -0.506783 0.12 -0.02 0.04 -0.14
Cl -2.763825 5.662561 -1.940851 -0.42 0.29 0.10 -0.12
Cl -3.035671 8.367846 -2.971762 0.06 -0.13 0.19 -0.13
H -2.070884 7.675208 -0.943126 -0.14 -0.11 -0.10 0.11
C 5.103244 0.323747 1.968414 0.15 0.22 -0.06 -0.03
C 4.570908 1.107857 0.949939 -0.01 -0.03 0.03 -0.48
C 5.192597 2.299631 0.592115 0.05 -0.05 0.07 -0.32
C 6.352848 2.702503 1.246772 -0.06 -0.10 0.02 -0.43
C 6.887000 1.916224 2.262775 -0.05 -0.01 -0.03 -0.32
C 6.260285 0.728946 2.626933 -0.06 -0.02 -0.05 -0.36
H 4.615840 -0.604535 2.249571 -0.01 0.05 -0.01 0.14
H 3.670027 0.790222 0.435007 0.07 0.05 0.04 0.33
H 4.774002 2.914322 -0.197349 0.04 -0.06 0.06 0.41
H 6.840377 3.629380 0.964542 -0.04 -0.08 0.03 0.36
H 7.792361 2.229762 2.771809 -0.09 -0.03 -0.04 0.36
H 6.674004 0.118897 3.422866 0.00 0.06 -0.05 0.32
```
Forces are in eV/Å.

For the total energy, the calculation gives -6367.16419 Eh. For the orbital gap, the calculation gives 0.231 Eh. As for the charge: +1.



This record from the Open Molecules 2025 dataset describes a molecular structure, C28H35CrN12O15 in a non-equilibrium geometry. The level of theory is ωB97M-V/def2-TZVPD.

Geometry as XYZ:
```
91
Properties=species:S:1:pos:R:3:forces:R:3:mulliken_charge:R:1
Cr -24.160849 -10.810606 -12.143694 -2.98 -1.08 2.90 1.24
N -26.194307 -12.975517 -13.721435 -5.54 -1.49 3.96 0.39
O -26.198284 -13.434497 -14.824860 1.88 -0.15 -3.20 -0.70
O -27.141377 -13.309355 -12.949680 1.18 -0.12 -0.88 -0.64
O -25.423684 -12.141210 -13.253032 3.46 2.70 -0.34 0.10
N -22.495659 -10.223083 -10.152494 1.49 -2.81 0.50 0.76
O -21.964970 -10.160466 -9.060849 0.96 -0.17 -0.84 -0.71
O -22.261770 -10.968332 -11.129532 4.13 -2.98 -1.33 -0.42
O -23.493581 -9.670291 -10.426163 -7.14 5.29 -0.18 0.23
N -23.517594 -9.426762 -14.262668 -1.81 -1.90 -2.19 1.11
O -23.117456 -10.548595 -14.006239 3.20 -3.38 0.22 -0.41
O -23.534334 -9.007020 -15.378607 1.01 1.90 -1.73 -0.71
O -24.213596 -8.988684 -13.379004 -2.02 2.93 3.89 -0.90
N -25.267284 -12.906730 -9.802017 -4.15 2.65 -4.11 0.54
O -26.243277 -13.517034 -10.177643 0.25 -2.76 0.44 -0.52
O -25.231249 -12.384236 -8.735101 1.48 0.70 4.84 -0.84
O -24.552458 -12.405465 -10.721125 3.34 0.42 -1.73 0.06
N -27.212627 -10.224570 -11.104250 -5.45 -2.71 1.06 0.54
O -28.057452 -9.408084 -10.678702 1.72 1.63 -0.19 -0.69
O -27.580799 -11.383849 -11.153004 0.50 -1.06 0.16 -0.55
O -26.107866 -9.945446 -11.531263 4.65 2.67 -1.25 0.11
N -23.981739 -12.496592 -18.248032 -0.07 1.14 0.95 0.01
C -23.109380 -11.977075 -19.130161 0.98 -0.70 -2.72 -0.55
C -21.971384 -11.516177 -18.511477 -0.59 -0.10 -1.06 -1.20
C -22.249585 -11.613238 -17.166462 -0.42 -0.13 2.15 0.02
C -23.513282 -12.158274 -16.999548 0.19 -0.30 0.35 -0.70
H -24.883074 -12.903840 -18.452561 0.24 0.31 0.13 0.22
H -23.261866 -12.080243 -20.194355 -0.13 -0.12 -0.02 0.39
H -21.048169 -11.191972 -18.968628 -0.24 0.13 -0.10 0.38
H -21.580948 -11.295857 -16.379964 -0.30 0.01 0.18 0.61
H -24.157972 -12.277997 -16.141390 0.27 -0.24 0.19 0.77
N -25.986740 -9.686707 -7.760938 -0.74 3.42 1.73 0.28
C -25.071456 -8.653831 -7.654712 0.84 0.57 -0.37 -0.38
C -25.682571 -7.452187 -7.242510 2.16 -1.08 -0.99 -0.59
C -27.018058 -7.713244 -7.142545 -1.61 -2.12 0.90 -0.49
C -27.164850 -9.096221 -7.323478 -0.82 -0.02 -0.35 -0.65
H -25.833463 -10.643054 -8.047299 0.13 -0.12 -0.09 0.29
H -24.052450 -8.766367 -7.994383 -0.05 -0.22 0.08 0.44
H -25.217730 -6.499374 -7.036432 0.27 -0.12 -0.33 0.46
H -27.793108 -7.024437 -6.840482 -0.08 -0.19 0.06 0.41
H -28.025134 -9.676700 -7.024567 -0.05 -0.15 -0.66 0.37
N -22.317582 -14.319178 -11.855723 0.71 1.01 -0.32 -0.02
C -21.763578 -13.539395 -12.839802 -1.41 -0.78 -0.53 -1.31
C -22.561635 -13.729107 -13.985848 2.60 0.46 0.48 0.01
C -23.537602 -14.681603 -13.718299 0.03 -0.35 2.64 -1.20
C -23.436567 -14.942147 -12.289370 0.16 -0.57 -2.75 -0.22
H -21.844280 -14.381954 -10.965690 -0.92 -0.03 -0.04 0.90
H -20.874746 -12.959370 -12.639930 -0.19 0.06 -0.12 0.34
H -22.200977 -13.307391 -14.912393 -0.63 -0.05 -0.22 0.58
H -24.161883 -15.138277 -14.472043 -0.43 0.20 0.47 0.43
H -24.028973 -15.580490 -11.650655 0.07 0.12 -0.05 0.40
N -20.097833 -14.749019 -9.393367 -0.86 -1.46 -0.43 0.05
C -20.548953 -13.525153 -9.023759 -0.55 0.05 0.15 -0.82
C -21.897534 -13.678819 -8.707844 0.65 1.46 0.99 0.01
C -22.291491 -15.014547 -8.828006 2.17 -0.44 -0.92 -0.60
C -21.140270 -15.659951 -9.350613 -0.67 -0.15 1.32 -0.69
H -19.189683 -15.010998 -9.749345 -0.23 0.37 0.10 0.20
H -19.837018 -12.713049 -9.017333 -0.51 0.24 0.05 0.48
H -22.532121 -12.910671 -8.291136 0.04 0.17 -0.29 0.49
H -23.284686 -15.341087 -8.557172 0.21 -0.44 -0.34 0.50
H -20.917234 -16.697876 -9.549063 -0.23 0.06 -0.13 0.36
N -23.518738 -4.534634 -10.693776 -0.53 0.01 0.98 0.08
C -24.074185 -4.697978 -11.920325 0.89 -1.15 -1.45 -0.95
C -24.554369 -6.021956 -11.995457 -0.63 2.35 -1.81 -0.17
C -24.521803 -6.549504 -10.744562 1.02 0.28 2.89 0.40
C -23.855753 -5.607384 -9.919933 -0.41 -1.63 -0.38 -1.12
H -22.960099 -3.758974 -10.367629 -0.38 -0.14 -0.23 0.19
H -23.850635 -3.989090 -12.703847 -0.15 -0.04 -0.03 0.38
H -24.978466 -6.495354 -12.868628 0.01 0.14 0.03 0.27
H -24.944709 -7.491253 -10.427259 0.16 0.02 0.06 0.52
H -23.591784 -5.694767 -8.876338 0.01 0.16 -0.12 0.40
N -26.848490 -8.533469 -14.634224 -1.29 -2.86 -1.10 0.06
C -27.271349 -9.690821 -15.326735 -0.23 0.64 0.40 -0.64
C -28.550743 -10.049434 -14.860306 1.70 0.18 -2.01 -0.26
C -28.941139 -9.101095 -13.927186 1.31 1.12 1.07 -0.72
C -27.813868 -8.281957 -13.725587 -0.95 1.36 0.28 -0.30
H -25.983622 -8.042647 -14.810841 -0.14 -0.30 0.46 0.34
H -26.626900 -10.135517 -16.070596 -0.11 -0.05 0.07 0.42
H -29.131211 -10.843985 -15.305448 0.04 -0.07 0.25 0.40
H -29.902674 -9.020521 -13.442043 0.32 -0.10 0.31 0.39
H -27.580503 -7.490619 -13.028651 -0.60 -0.01 0.21 0.34
N -19.391178 -8.875307 -12.464459 -0.14 -0.76 -2.58 0.04
C -20.247168 -7.956781 -11.965498 1.01 0.68 2.41 -0.88
C -20.912684 -7.289540 -12.934885 -0.47 -0.08 -0.16 -0.06
C -20.552728 -7.927052 -14.124558 0.82 -1.58 -1.15 -0.27
C -19.595861 -8.920109 -13.865899 -1.02 1.28 1.09 -0.77
H -18.821021 -9.528902 -11.946922 -0.34 0.29 -0.04 0.25
H -20.158665 -7.759248 -10.907420 -0.38 0.08 0.06 0.46
H -21.623048 -6.481048 -12.844780 -0.02 -0.18 0.26 0.39
H -21.085591 -7.832196 -15.059145 0.33 0.23 -0.18 0.48
H -19.150476 -9.631919 -14.545137 0.04 -0.02 0.34 0.41
```
Forces are in eV/Å.

For the total energy, the calculation gives -3917.43000 Eh. For the orbital gap (alpha / beta), the calculation gives 0.206 / 0.242 Eh. The expectation value of S² is 3.80. Its multiplicity is 4. As for the charge: -2.



This record from the Open Molecules 2025 dataset describes a molecular structure, C28H35F3MnN4O3P2S in a non-equilibrium geometry. The level of theory is ωB97M-V/def2-TZVPD.

Geometry as XYZ:
```
77
Properties=species:S:1:pos:R:3:forces:R:3:mulliken_charge:R:1
Mn -0.259200 -1.829174 3.547530 1.14 1.92 1.91 0.56
C -1.435209 1.799468 4.232556 0.22 -0.28 -0.85 -1.42
C -1.651066 0.803226 3.354471 -0.63 0.06 1.11 -0.44
C -1.106803 0.728992 1.969989 -0.26 -0.33 -1.28 -0.01
C 0.285613 0.088519 1.612034 -0.83 0.36 -0.31 -0.63
C 1.324238 0.129599 2.693242 0.81 0.68 -0.26 -0.35
C 1.561992 1.216303 3.472152 -0.10 -1.57 -0.31 -0.56
C 0.905520 2.546828 3.320885 0.11 0.41 0.20 -1.00
C -0.447053 2.884669 4.027006 1.03 0.25 0.05 -0.94
C 1.281990 -2.144632 5.015551 -0.45 -1.46 -0.67 -0.99
H -1.967063 1.906721 5.166795 -0.22 -0.45 -0.05 0.61
H -2.529677 0.175778 3.569934 0.41 -0.06 0.00 0.60
H -1.148122 1.713307 1.488148 0.09 -0.05 0.35 0.18
H -1.851722 0.129428 1.420816 0.17 0.28 -0.11 0.54
H 0.123781 -0.964729 1.259822 0.09 0.27 0.16 0.34
H 0.604731 0.614793 0.683022 0.11 -0.45 0.42 0.43
H 2.077683 -0.673625 2.598285 -0.38 0.35 0.66 0.82
H 2.343423 1.117334 4.230624 -0.24 0.11 -0.20 0.44
H 0.807554 2.808915 2.256726 0.15 -0.29 0.18 0.42
H 1.621751 3.247681 3.761498 -0.10 0.11 -0.29 0.37
H -0.222771 3.318753 5.005416 -0.12 -0.10 -0.21 0.56
H -0.817057 3.688510 3.388616 -0.59 0.06 0.17 0.46
H 1.003003 -2.366811 6.058018 -0.44 0.13 -0.64 0.42
H 2.215655 -1.569044 5.068246 -0.61 0.23 -0.58 0.32
H 1.457292 -3.104106 4.475885 0.70 -0.02 0.68 0.32
P 1.420397 -1.147272 -2.568999 1.82 0.37 -3.29 0.05
P -1.917227 -0.749609 -2.293367 -0.51 2.82 -2.79 -0.11
N 2.815646 -0.125297 -2.768126 0.64 1.02 1.14 0.43
N 2.100840 -2.368889 -3.684861 -0.81 -1.29 0.57 0.33
N -2.089999 1.054410 -2.405092 1.26 -0.58 1.42 0.30
N -3.491724 -1.062732 -2.916014 -1.20 -1.37 -0.20 0.32
C 0.430879 -0.276737 -3.899818 -0.78 -0.06 0.15 -0.58
C -1.014890 -0.827033 -3.959685 0.12 -0.43 0.40 -1.25
C 3.514780 0.354439 -1.657388 0.69 0.59 -0.96 -0.48
C 4.558461 1.160061 -2.093786 -0.72 -0.46 -0.27 -0.64
C 4.505092 1.185040 -3.531203 -1.14 -0.76 0.34 -0.69
C 3.425440 0.396583 -3.909182 0.49 0.47 0.70 -0.09
C 2.255749 -3.681756 -3.225652 0.39 -0.06 -1.17 -0.46
C 2.733639 -4.468257 -4.263977 -0.26 0.64 0.04 -0.62
C 2.843535 -3.628010 -5.427431 -0.53 1.12 1.22 -0.70
C 2.452849 -2.346131 -5.037636 -0.03 -1.19 0.20 0.00
C -1.767820 1.725316 -1.225944 -0.60 0.91 -1.02 0.27
C -1.898686 3.087439 -1.446273 0.28 -1.00 -0.14 -0.52
C -2.204918 3.263431 -2.825806 0.05 -0.88 -0.11 -1.16
C -2.286683 2.008255 -3.402124 0.00 -0.18 0.25 -0.10
C -4.322765 -0.369381 -3.810555 -0.65 -1.20 0.12 -0.08
C -5.417232 -1.172694 -4.128602 1.58 0.03 0.94 -0.62
C -5.242534 -2.422720 -3.419941 0.54 0.66 -0.11 -0.55
C -4.058235 -2.337222 -2.710039 -0.73 0.72 -0.54 -0.43
H 0.893738 -0.425062 -4.894339 -0.17 0.13 0.72 0.35
H 0.438469 0.813297 -3.694332 -0.10 -0.54 0.06 0.50
H -1.599007 -0.268659 -4.724214 0.22 -0.58 0.57 0.49
H -1.022660 -1.912048 -4.203201 0.10 0.56 -0.20 0.49
H 3.196206 0.085933 -0.664886 0.04 -0.02 0.08 0.43
H 5.270258 1.696620 -1.481301 -0.14 -0.18 0.02 0.41
H 5.145968 1.721667 -4.219788 -0.06 -0.11 0.21 0.42
H 3.045959 0.176524 -4.891291 0.14 0.14 0.14 0.23
H 1.988528 -3.941863 -2.209130 0.15 0.07 -0.14 0.37
H 2.980458 -5.523242 -4.228160 -0.13 0.23 0.12 0.40
H 3.139756 -3.893606 -6.431640 0.07 -0.06 0.17 0.43
H 2.378487 -1.450097 -5.635194 0.06 -0.32 0.09 0.22
H -1.413224 1.158383 -0.383816 -0.34 0.12 0.01 -0.41
H -1.770133 3.852579 -0.710026 0.13 0.25 0.15 0.52
H -2.318168 4.192795 -3.358817 -0.08 0.02 0.05 0.45
H -2.466849 1.706586 -4.436558 0.09 0.32 0.56 0.44
H -4.089066 0.627164 -4.137958 -0.11 -0.11 0.14 0.32
H -6.223235 -0.892562 -4.790287 0.04 -0.04 0.12 0.44
H -5.930502 -3.259693 -3.456477 0.27 0.10 0.10 0.41
H -3.560487 -3.056388 -2.070952 -0.14 0.13 -0.06 0.34
F -1.385273 0.384873 9.088720 0.89 0.25 0.09 -0.23
C -0.060237 0.410011 8.800179 -0.02 -0.26 -0.48 0.41
F 0.580076 1.276150 9.626895 -0.73 -0.80 -0.61 -0.22
F 0.413112 -0.838741 9.032858 -0.10 0.68 0.04 -0.23
S 0.186917 0.894561 6.987498 -0.26 -0.35 0.32 1.36
O -0.553944 -0.126048 6.208996 0.65 0.97 0.99 -0.57
O -0.423157 2.222756 6.993313 0.39 -0.75 -0.20 -0.72
O 1.634925 0.850196 6.818118 -0.82 0.03 -0.08 -0.68
```
Forces are in eV/Å.

For the total energy, the calculation gives -4063.96885 Eh. For the orbital gap (alpha / beta), the calculation gives 0.238 / 0.227 Eh. The expectation value of S² is 8.79. Its multiplicity is 6.